(1)
Molecular formula: C3H7NOS
Method: DFT, ωB97M-V with the def2-TZVPD basis set

XYZ file:
```
13
C3H7NOS, DFT ωB97M-V with the def2-TZVPD basis set
N 1.058 -0.709 -0.611
C -0.345 0.233 1.208
H 0.257 1.244 -0.609
S 1.089 0.583 2.279
H -1.060 -0.313 -2.139
H 0.693 -1.433 -1.225
O -2.387 0.033 -0.663
C -1.270 -0.046 -1.085
H 2.028 0.199 1.410
C -0.010 0.244 -0.275
H 1.761 -0.254 -1.189
H -0.716 -0.763 1.451
H -1.099 0.982 1.449
```

Results
- SMILES: N[C@@H](C=O)CS
- Relative energy (zero: lowest compared OMol25 entry of this formula, charge and spin): 1.229 eV
- 2S+1: 1
- Net charge: 0
- Maximum force: 0.0148 Eh/bohr

---

(2)
Molecular formula: C22H70N5O10
Method: DFT, ωB97M-V with the def2-TZVPD basis set

XYZ file:
```
107
C22H70N5O10, DFT ωB97M-V with the def2-TZVPD basis set
H 1.617 2.273 -1.215
H -0.971 -4.894 -3.571
H 7.725 1.985 0.126
C 6.372 0.881 -1.091
H 0.668 -3.229 -2.060
H 0.510 -1.381 5.738
H -3.187 4.091 -0.442
N -2.187 4.229 -0.576
H -0.085 -3.600 -0.467
O 0.753 1.886 -3.036
H 0.072 5.635 0.679
C -0.912 0.043 4.880
H -0.856 -1.327 -4.817
H 5.592 0.751 -0.339
H -1.900 -1.125 0.969
H -1.280 -3.227 -4.041
C 7.732 1.036 -0.431
N 1.216 0.590 6.016
O -1.888 4.672 3.157
H 6.698 2.218 -2.636
H -1.291 0.435 5.826
H 7.193 -0.391 -2.691
H -3.227 2.995 3.370
H 0.263 4.292 -0.460
H 0.663 4.019 1.186
H -0.838 2.245 -2.628
H 1.359 0.219 3.282
H -2.004 2.963 -3.515
O -0.017 -1.047 -4.436
O -1.381 -3.551 -2.004
H 6.423 -1.278 -1.422
H -3.392 -2.530 -4.169
H 9.098 0.934 1.838
H 9.999 -0.074 0.608
H 2.700 -1.426 -2.717
H -0.122 -0.099 -4.279
H -4.323 -0.472 3.335
H -2.717 0.284 0.344
C -0.043 4.557 0.556
H 2.390 -0.957 4.164
C -0.068 -3.837 -1.529
H 0.656 -2.776 1.539
H 0.933 2.537 -4.374
C 9.113 0.014 1.245
H -6.554 -3.208 4.093
C 1.364 -0.638 3.968
H -1.990 5.219 -0.745
H -6.834 -0.940 1.374
C -4.181 -1.379 2.731
H -2.909 -4.370 -5.652
C -3.217 -5.107 -4.902
H 0.707 0.804 6.870
H 0.625 2.242 -5.988
C -3.018 -4.406 -3.549
C -2.199 3.341 3.518
H -3.391 -1.956 3.228
H -4.784 -3.178 -3.843
O -1.811 2.597 -2.642
H 2.461 1.168 -2.401
C 1.110 -1.878 1.950
H 0.133 3.612 -5.345
H -1.460 2.631 3.148
H 0.164 -4.899 -1.643
N 6.020 2.056 -1.901
O 7.924 -0.003 0.489
H -1.485 3.084 0.965
H -1.889 6.026 1.705
H 2.200 -1.917 1.878
H 5.459 -0.277 -2.627
H 1.179 1.497 5.556
H -3.256 -5.024 -2.681
H -2.708 -6.056 -5.060
C 1.520 1.438 -1.916
C -1.517 4.157 0.752
H 8.566 1.074 -1.144
C -6.729 -1.240 2.411
H 0.994 -0.654 -1.718
C -5.517 -2.114 2.777
O 0.835 2.943 -5.344
H -5.553 -2.963 2.085
H 9.097 -0.858 1.894
C 0.512 -0.420 5.228
H -3.306 4.960 1.704
H 1.519 -1.538 -3.683
C -2.667 -0.379 1.213
C -2.215 4.989 1.832
H -0.241 0.426 -1.001
H -2.131 3.344 4.609
H 5.125 1.909 -2.348
H -6.716 -0.322 3.008
C -1.562 -4.006 -3.320
N -5.682 -2.693 4.136
H -1.892 3.347 -1.923
H -4.930 -3.366 4.237
H -1.483 -0.862 4.657
H 1.223 0.210 -0.181
H -1.058 0.752 4.070
H -4.277 -5.222 -5.135
C 0.826 0.285 -1.196
H -7.589 -1.774 2.821
N -3.824 -3.186 -3.521
H -2.373 0.210 2.088
H 0.707 -1.047 1.362
O -3.854 -1.097 1.396
O 2.437 -1.827 -3.551
C 6.346 -0.356 -1.998
O 0.697 -1.718 3.295
```

Results
- Relative energy (zero: lowest compared OMol25 entry of this formula, charge and spin): 2.767 eV
- 2S+1: 1
- Net charge: +1
- Maximum force: 0.0596 Eh/bohr

---

(3)
Molecular formula: C42H62BBr2F24N2O8
Method: DFT, ωB97M-V with the def2-TZVPD basis set

XYZ file:
```
141
C42H62BBr2F24N2O8, DFT ωB97M-V with the def2-TZVPD basis set
Br 1.727 -1.005 -2.258
F 6.784 5.392 6.035
F 5.253 4.930 4.346
H 0.283 -0.785 1.604
H -5.416 3.010 1.388
H -8.396 -2.195 2.110
F 7.315 4.114 2.469
H -4.982 -5.827 -6.682
H 7.799 6.656 4.522
H -4.029 0.664 0.256
H -2.003 1.702 2.562
F -6.432 -3.008 -7.611
H -3.213 -5.612 0.454
O -7.272 -0.634 3.957
F -3.852 -2.199 -8.066
C 9.511 6.233 -0.431
H -0.612 -3.989 -1.680
C -1.095 -3.833 1.274
C 0.655 1.756 1.569
C 10.229 6.263 -1.788
H -4.826 -3.328 1.391
H 4.010 2.011 2.915
H 2.358 2.957 3.432
F 6.401 2.873 4.515
C 8.106 5.773 3.949
C -4.080 -3.333 -7.349
F 7.388 8.107 -2.391
O -6.142 -2.743 4.710
H -6.527 0.343 1.291
F -5.401 -4.297 -9.027
C 9.302 7.511 -3.637
C -3.007 -6.041 -0.640
C -0.671 -0.583 0.898
H -5.170 -0.608 3.567
C -4.465 -2.993 0.303
H -2.975 -2.408 2.564
H -5.381 -0.815 -0.586
C -6.234 1.025 2.203
H 0.429 -2.333 -0.012
H -2.081 -4.292 1.768
N -2.950 -1.693 1.809
H -6.469 -5.784 -7.568
O -6.656 -4.966 -5.746
C -2.446 -4.895 -1.646
O -0.017 -6.333 1.783
C -7.025 -2.091 3.933
C -7.863 -2.981 2.834
C 3.055 0.853 0.484
C -6.070 0.139 3.613
C -3.028 -2.287 0.379
F 9.819 9.078 -1.130
C -6.250 -3.100 -4.173
C -2.697 -1.244 -2.849
C -5.953 -4.552 -4.575
H -3.903 -1.224 1.906
H -3.134 -1.255 -0.222
H -0.661 -3.098 2.097
C -2.167 -7.440 -0.560
H -1.815 -8.217 1.670
H 0.894 -6.755 1.584
H -5.854 0.850 4.544
C -3.708 1.381 1.113
F -3.982 -2.982 -6.049
H 3.263 3.249 1.704
H -4.568 2.404 2.991
H 2.164 0.356 2.589
H 5.413 6.675 3.405
C 7.085 5.394 2.865
O 8.558 4.716 4.804
H -1.468 -0.850 3.038
H -7.052 -3.517 2.154
H -1.173 1.600 0.055
C -5.839 -5.180 -6.904
C -0.256 -1.284 -1.782
O 9.332 6.283 -2.898
H -3.173 2.313 0.595
F 6.061 2.812 6.665
F 10.393 6.391 0.591
F 7.356 6.172 1.768
H -3.270 -4.036 -7.578
H 0.713 2.895 1.213
H -1.001 -7.336 -0.624
F 8.443 4.392 7.004
O -6.948 -2.213 -0.156
H -7.194 1.705 2.404
C 2.987 2.483 2.556
C -1.110 -1.063 -2.952
B -0.032 -5.023 1.040
C -0.232 0.957 0.401
C -2.663 -8.162 0.867
C 2.173 1.239 1.788
H -3.409 -4.374 -2.127
C -5.438 -3.932 -7.705
C 7.677 4.385 5.879
F 8.598 7.230 -0.311
F 7.909 9.330 -4.113
C 7.015 3.009 5.717
H -1.962 -5.482 -2.570
F -5.434 -2.697 -3.163
C -2.694 0.803 2.234
H 8.988 5.284 -0.288
H -3.555 -7.555 1.379
N -1.520 -3.879 -1.199
H -3.101 -9.247 0.684
F -6.357 -5.391 -3.581
H 4.219 1.030 0.677
H 8.839 7.236 -4.593
H 9.950 10.193 -2.772
Br -0.378 -0.482 -4.769
C -5.628 -1.877 -0.167
H 0.885 -5.330 -0.801
C -1.915 -0.607 1.948
C -1.666 -3.012 -0.068
F -4.632 -4.799 -4.749
H -7.286 -2.993 -3.839
H 7.755 2.209 5.805
H -4.094 -6.335 -1.040
C -0.588 -1.734 -0.261
H -3.356 0.588 3.208
F 10.977 5.135 -1.932
C 9.200 9.651 -2.184
H -4.656 -3.873 -0.415
H -8.615 -3.754 3.297
H 2.950 -0.326 0.329
H -3.155 -1.145 -3.940
F 8.343 10.572 -1.665
H -2.556 -8.184 -1.406
F -6.054 -2.234 -5.199
C 5.621 5.611 3.241
H -3.130 -2.234 -2.415
O 1.107 -4.874 0.063
H 0.487 0.975 -0.517
H 0.148 1.770 2.619
H -3.212 -0.362 -2.230
H 2.677 1.343 -0.508
C -4.994 2.057 1.934
F 4.802 5.185 2.241
F 11.096 7.297 -1.910
H 9.012 6.094 3.421
H 10.310 7.845 -3.910
C 8.448 8.646 -3.053
```

Results
- 2S+1: 1
- Net charge: +1
- Maximum force: 0.1731 Eh/bohr
- E: -269880.5762 eV

---

(4)
Molecular formula: C5H14NO2
Method: DFT, ωB97M-V with the def2-TZVPD basis set

XYZ file:
```
22
C5H14NO2, DFT ωB97M-V with the def2-TZVPD basis set
H -0.374 1.128 -2.981
C 0.811 -2.544 0.028
H -0.504 3.876 1.657
H 1.123 -1.617 -1.860
O 0.892 1.220 -0.237
C 0.983 -2.536 -1.323
H 1.704 1.480 -0.664
H 0.867 -3.541 0.534
H 0.206 0.787 -1.510
C -1.258 -1.299 1.121
H -1.575 0.327 -0.072
O -0.182 0.382 -2.370
C -2.100 -0.450 0.519
H -3.124 -0.343 0.700
H 0.662 -1.247 1.885
H 0.437 3.121 0.658
H 0.505 -0.539 0.262
H 0.840 4.632 1.150
C 0.258 -1.423 0.893
H 0.925 -3.540 -1.844
N 0.493 3.768 1.338
H -1.590 -1.642 2.115
```

Results
- Relative energy (zero: lowest compared OMol25 entry of this formula, charge and spin): 3.546 eV
- 2S+1: 2
- Net charge: 0
- Maximum force: 0.1090 Eh/bohr

---

(5)
Molecular formula: C4H11N2
Method: DFT, ωB97M-V with the def2-TZVPD basis set

XYZ file:
```
17
C4H11N2, DFT ωB97M-V with the def2-TZVPD basis set
H 0.919 -3.175 0.376
C -0.417 0.473 -0.076
C 0.370 1.582 0.717
N 1.368 -2.386 0.834
N -0.873 -0.644 0.528
H -2.189 0.464 -1.515
H -1.361 2.107 -1.396
C -1.361 1.053 -1.143
H -0.033 -0.747 -1.813
H -0.166 2.523 0.621
C 0.060 0.284 -1.482
H 1.079 0.622 -1.543
H 0.485 1.245 1.745
H 1.384 1.715 0.336
H -1.724 -0.530 1.105
H 1.878 -2.794 1.605
H 0.581 -1.792 1.102
```

Results
- Relative energy (zero: lowest compared OMol25 entry of this formula, charge and spin): 7.364 eV
- 2S+1: 1
- Net charge: +1
- Maximum force: 0.0546 Eh/bohr

---

(6)
Molecular formula: C3H13O3S
Method: DFT, ωB97M-V with the def2-TZVPD basis set

XYZ file:
```
20
C3H13O3S, DFT ωB97M-V with the def2-TZVPD basis set
C 2.292 -0.574 -0.248
H 2.325 -1.560 0.082
H 0.558 0.886 -0.583
H 0.309 1.312 -3.590
H 3.287 -0.536 -0.721
S -0.388 -1.323 -0.836
C 0.947 -0.026 -1.077
H 1.535 0.405 1.560
H 1.297 0.002 -2.094
H -3.882 -1.017 2.149
H -2.349 -0.339 0.275
H -0.317 1.114 -2.375
O 0.045 1.910 -2.907
C 2.531 0.328 1.107
O -3.194 0.149 0.492
O -4.342 -1.139 2.923
H 3.427 0.012 1.744
H 2.862 1.356 0.626
H -2.951 1.036 0.108
H -3.994 -1.996 3.366
```

Results
- Relative energy (zero: lowest compared OMol25 entry of this formula, charge and spin): 2.290 eV
- 2S+1: 1
- Net charge: -1
- Maximum force: 0.1062 Eh/bohr

---

Question: Number 2 is which compound?
Answer: C22H70N5O10

---

Question: The highest maximum force belongs to which entry?
Answer: C42H62BBr2F24N2O8